# C9H22ClIO2PSn

A structure of composition C9H22ClIO2PSn (ωB97M-V/def2-TZVPD, the OMol25 dataset).

Geometry as ORCA input:
```
! RIJCOSX wB97M-V def2-TZVPD def2/J DEFGRID3
* xyz 3 1
C 0.8241 -0.8646 -0.1906
I 2.4116 1.9523 -0.0151
H 0.9083 -1.9633 -0.0230
H 1.1140 -0.3254 0.7127
H 1.2925 -0.5370 -1.1316
Sn -1.5279 -1.1073 -0.3887
P -0.5403 0.3976 -2.8217
C 1.1117 0.9306 -3.4644
C -0.9327 -0.7932 -4.1734
H -2.4611 1.8628 -2.8031
H -1.7531 1.7772 -4.4530
H -0.9763 2.7824 -3.1590
C -1.5221 1.8501 -3.3759
H -1.8503 -1.3470 -3.9164
H -1.1043 -0.2292 -5.1090
H 1.1444 0.9954 -4.5626
H 1.8772 0.2127 -3.1600
H -0.1015 -1.5118 -4.2983
H 1.4193 1.8799 -3.0130
C 4.3985 0.0670 -0.3410
O 5.1840 -0.7608 -0.3075
Cl -3.5699 -0.3464 0.5833
C -1.4636 1.5844 3.4834
C -0.1865 0.8255 3.1765
O -0.4936 -0.3025 2.3354
C -0.5651 -1.5609 3.0215
C 0.7885 -2.1478 3.3616
H -2.0161 1.8578 2.5788
H -1.1970 2.4902 4.0185
H -2.1298 0.9771 4.1015
H 0.5084 1.4654 2.6005
H 0.3307 0.4988 4.1077
H -1.1846 -1.4606 3.9307
H -1.1104 -2.2086 2.3249
H 1.3164 -1.5391 4.1058
H 0.6205 -3.1445 3.7801
H 1.4362 -2.2570 2.4845
*
```

HOMO level (spin up / spin down) (hartree): -0.69719 / -0.70023
Energy above the lowest of the compared OMol25 structures with the same formula, charge and spin (kcal/mol): 66.8
Orbital gap (spin up / spin down) (Ha): 0.1434 / 0.1457

Atomic partial charges in e from the Löwdin method, atoms 1 to 6: -0.2401 1.0974 0.0234 -0.0606 -0.0458 1.2743

=====

# F6H4K3N3O14S6

A structure of composition F6H4K3N3O14S6 (ωB97M-V/def2-TZVPD, the OMol25 dataset).

Geometry as ORCA input:
```
! RIJCOSX wB97M-V def2-TZVPD def2/J DEFGRID3
* xyz 0 1
K -1.8294 -3.7145 0.3974
K -7.9203 6.1168 0.2388
K -4.0489 -1.3052 5.1908
N -2.5332 0.8824 1.4912
S -3.5791 1.7506 0.4180
O -3.1181 1.9661 -0.9658
O -4.2957 2.8459 0.9811
F -4.6993 0.5978 0.2763
S -1.4437 1.9259 1.5091
O -1.5336 2.9439 2.6076
O -0.7926 2.2525 0.2546
F -0.1913 1.1072 2.0804
N 1.7364 -1.9864 -5.2565
S 2.2039 -2.3894 -6.9034
O 2.4775 -1.2455 -7.7561
O 1.4483 -3.4696 -7.5153
F 3.5970 -3.1692 -6.5712
S 0.7009 -0.9448 -5.6630
O -0.4451 -1.3217 -6.5188
O 1.1758 0.4339 -5.7021
F -0.0621 -1.0211 -4.2355
N 3.0177 -1.7160 7.4544
S 1.5241 -1.7855 6.5811
O 1.3575 -2.5343 5.3653
O 0.6412 -0.6787 6.7494
F 0.8007 -2.7511 7.6002
S 3.5244 -0.8698 6.2196
O 2.9484 0.4797 6.2856
O 3.9334 -1.4537 4.9635
F 4.9498 -0.7339 6.8921
O 2.7885 -1.3695 -0.9797
H 2.4168 -0.4983 -0.8418
H 2.5506 -1.5921 -1.8798
O -2.1942 4.6392 -4.4690
H -2.9669 4.9139 -3.9754
H -2.1394 3.6948 -4.3230
*
```

HOMO level (hartree): -0.28586
Orbital gap (Ha): 0.1607

Atomic partial charges in e from the Löwdin method, atoms 1 to 6: 0.9743 0.9920 0.9669 -0.3064 0.5700 -0.2895

=====

# C22H29AlBCaF5MgN6O12S2

A structure of composition C22H29AlBCaF5MgN6O12S2 (ωB97M-V/def2-TZVPD, the OMol25 dataset).

Geometry as ORCA input:
```
! RIJCOSX wB97M-V def2-TZVPD def2/J DEFGRID3
* xyz 2 1
C -0.7497 -4.0937 -1.3804
C -1.8507 -3.1877 -0.7882
C -1.4516 -1.7201 -0.6945
O -2.5328 -1.0797 0.0675
C -2.8950 0.0938 -0.4699
C -2.4276 1.3119 -0.0471
N -1.5018 1.3745 1.0255
C -0.3124 1.3386 0.7185
S 1.1066 1.0224 0.1794
C -2.8682 2.5301 -0.6665
N -2.4074 3.7550 -0.3174
C -1.2795 4.0591 -1.2966
C -1.5771 5.2929 -2.1160
C -3.8381 2.4803 -1.7359
N -4.3337 3.5266 -2.3653
S -5.3821 2.8868 -3.4447
N -5.2094 1.3250 -3.1649
C -4.3120 1.2091 -2.1694
C -3.8557 0.0055 -1.5830
O -4.1828 -1.2026 -1.9072
C -4.2421 -1.5235 -3.3382
C -2.9487 -1.2388 -4.0911
H 0.0033 -3.5427 -1.9560
H -1.2911 -4.8428 -1.9966
H -0.2414 -4.6733 -0.6115
H -2.7756 -3.3178 -1.3554
H -2.0578 -3.5485 0.2219
H -1.3552 -1.2611 -1.6821
H -0.5297 -1.6374 -0.1152
H -1.9829 3.6931 0.6076
H -0.3431 4.1821 -0.7398
H -1.1036 3.2065 -1.9721
H -2.2288 5.9364 -1.5247
H -0.6892 5.8133 -2.4753
H -2.1710 4.9586 -3.0180
H -5.0790 -1.0703 -3.8682
H -4.4203 -2.5991 -3.3923
H -3.2085 -1.2428 -5.1548
H -2.5074 -0.2570 -3.8911
H -2.1815 -2.0090 -3.9654
Al -1.9754 -5.8754 -3.4186
C -6.6256 -5.1803 -3.5566
C -5.3561 -5.3277 -4.1926
N -4.3193 -5.4447 -4.6903
H -6.9172 -6.0857 -3.0194
H -6.6153 -4.3531 -2.8482
H -7.4717 -4.9403 -4.3227
C 6.3157 3.1019 5.7094
C 5.8517 3.3380 4.2878
O 5.0694 2.2365 3.7821
C 3.8025 2.2263 4.1843
O 3.2769 3.0299 4.9060
O 3.1943 1.1549 3.6506
C 1.8412 1.0039 4.0817
H 6.8402 2.1569 5.7970
H 6.9780 3.9042 6.0319
H 5.4646 3.0611 6.3898
H 6.7113 3.4224 3.6250
H 5.2864 4.2657 4.2065
H 1.2737 1.9205 3.9284
H 1.8165 0.7120 5.1303
H 1.3951 0.2098 3.4863
N -6.3755 -1.0963 -5.7624
O -6.2807 -1.8565 -4.7923
O -5.4546 -0.3284 -6.0376
O -7.3957 -1.1329 -6.4421
B 11.2253 -0.3511 6.2153
O 9.9750 -0.3501 6.9385
C 9.3546 0.8431 6.7111
O 8.3133 1.1692 7.1640
C 10.2531 1.6467 5.7824
O 10.0445 2.7319 5.3618
O 11.3456 0.8923 5.5152
F 11.2278 -1.4814 5.2593
F 12.3099 -0.5585 7.1242
F -3.4421 5.3021 -4.1022
F -1.7739 -6.7987 -0.9874
Ca 11.8965 -3.0237 6.5816
F -7.5331 -4.1910 -5.5310
Mg -0.3124 -5.9073 -5.6729
*
```

HOMO level (hartree): -0.40256
Orbital gap (Ha): 0.0847

Atomic partial charges in e from the Löwdin method, atoms 1 to 6: -0.1146 -0.1828 -0.1322 0.0098 -0.1237 -0.0965

=====

# C36H36AsIrN3O2PS3

A structure of composition C36H36AsIrN3O2PS3 (ωB97M-V/def2-TZVPD, the OMol25 dataset).

Geometry as ORCA input:
```
! RIJCOSX wB97M-V def2-TZVPD def2/J DEFGRID3
* xyz 2 5
Ir -0.2290 -0.3413 -0.0926
S 0.7281 -2.1504 -1.4206
C 2.0790 -1.4596 -2.2521
C 2.5709 -2.0955 -3.4018
C 3.5839 -1.5055 -4.1269
C 4.1202 -0.2842 -3.7264
C 3.6745 0.3290 -2.5626
C 2.6745 -0.2609 -1.8095
As 2.1122 0.4081 -0.0893
C 2.6947 2.2548 0.0117
C 3.7138 2.6368 0.8831
C 4.1419 3.9545 0.8964
C 3.5461 4.8862 0.0602
C 2.5197 4.5093 -0.7944
C 2.0841 3.1959 -0.8172
C 3.2450 -0.5500 1.1637
C 4.2306 -1.4438 0.7625
C 5.0310 -2.0546 1.7165
C 4.8290 -1.8020 3.0625
C 3.8303 -0.9282 3.4690
C 3.0454 -0.2989 2.5203
H 2.1353 -3.0288 -3.7206
H 3.9568 -1.9902 -5.0146
H 4.8999 0.1888 -4.3015
H 4.1117 1.2648 -2.2318
H 4.1768 1.9010 1.5331
H 4.9388 4.2579 1.5590
H 3.8774 5.9135 0.0846
H 2.0574 5.2483 -1.4316
H 1.2714 2.8874 -1.4682
H 4.3850 -1.6578 -0.2906
H 5.8134 -2.7279 1.4027
H 5.4446 -2.2855 3.8051
H 3.6693 -0.7339 4.5192
H 2.2737 0.4067 2.8233
S -2.5259 -1.5835 0.1934
P -1.8701 -1.7394 2.1153
S 0.1530 -1.9063 2.1389
C -2.5804 -3.1647 2.9735
C -1.9405 -3.5857 4.1333
C -2.4764 -4.6375 4.8519
C -3.6326 -5.2590 4.4080
C -4.2562 -4.8341 3.2464
C -3.7330 -3.7813 2.5150
C -2.4136 -0.2545 3.0336
C -3.7679 0.0524 3.0095
C -4.2319 1.1079 3.7742
C -3.3487 1.8400 4.5535
C -1.9972 1.5359 4.5571
C -1.5178 0.4870 3.7905
H -1.0379 -3.0928 4.4666
H -1.9907 -4.9683 5.7556
H -4.0483 -6.0805 4.9730
H -5.1543 -5.3239 2.9048
H -4.2093 -3.4426 1.6056
H -4.4427 -0.5369 2.4029
H -5.2855 1.3438 3.7755
H -3.7207 2.6464 5.1675
H -1.3151 2.1005 5.1734
H -0.4674 0.2321 3.7885
O -0.5106 2.2737 0.7052
N -0.8044 1.1298 0.7680
C -2.7679 2.0450 -1.5062
N -2.5061 1.6373 -2.8579
C -3.3836 2.0856 -3.9163
C -3.5204 0.9857 -4.9577
C -2.1350 0.6390 -5.4761
N -1.1800 0.5085 -4.3942
C 0.0556 -0.1470 -4.7404
C -1.3740 0.9436 -3.1298
O -0.5061 0.7340 -2.2507
H -2.1757 2.9211 -1.2267
H -2.5053 1.2300 -0.8247
H -3.8233 2.2733 -1.3901
H -2.9680 2.9893 -4.3814
H -4.3516 2.3398 -3.4813
H -4.1478 1.3302 -5.7775
H -3.9960 0.1125 -4.5095
H -1.7844 1.4139 -6.1680
H -2.1578 -0.3093 -6.0216
H 0.8080 0.0869 -3.9907
H 0.3935 0.2086 -5.7134
H -0.0854 -1.2307 -4.7868
*
```

HOMO level (spin up / spin down) (hartree): -0.48419 / -0.49883
Orbital gap (spin up / spin down) (Ha): 0.2649 / 0.1667

Atomic partial charges in e from the Löwdin method, atoms 1 to 6: 0.5745 0.7619 -0.6682 -0.0873 -0.0295 -0.0078

=====

# C6H6O2

A structure of composition C6H6O2 (ωB97M-V/def2-TZVPD, the OMol25 dataset).

Geometry as ORCA input:
```
! RIJCOSX wB97M-V def2-TZVPD def2/J DEFGRID3
* xyz 0 1
C -0.7290 -1.0651 -0.0863
C 0.4036 -0.4129 0.8228
C 0.1465 1.0840 0.7357
C -0.0160 1.2926 -0.6173
C 0.3755 -0.1351 -1.0909
C 1.5246 -0.4897 -0.0704
H -1.9820 0.1587 0.7054
H -0.6703 -2.0890 -0.4479
H 0.3753 -0.8660 1.8570
H -0.2300 1.7017 1.6614
H 0.0492 2.1513 -1.1828
H 0.0849 -0.1414 -2.1483
O -2.0008 -0.6327 -0.0920
O 2.6684 -0.5563 -0.0465
*
```

HOMO level (hartree): -0.33389
Energy above the lowest of the compared OMol25 structures with the same formula, charge and spin (kcal/mol): 102.7
Orbital gap (Ha): 0.3526

Atomic partial charges in e from the Löwdin method, atoms 1 to 6: -0.2535 -0.2491 -0.0553 0.0076 -0.0921 -0.3684

=====

# C3H8N3O

The ion C3H8N3O with charge +1 (ωB97M-V/def2-TZVPD, the OMol25 dataset).

Geometry as ORCA input:
```
! RIJCOSX wB97M-V def2-TZVPD def2/J DEFGRID3
* xyz 1 1
C -1.4131 0.7305 -0.0407
C -0.8409 -0.5514 0.3870
C 2.3316 0.3573 0.1089
N -0.0239 1.3727 -0.3994
N 1.7547 -0.7779 -0.1845
N 0.3470 -1.0562 -0.3514
O 1.3718 1.2982 0.2602
H -1.9552 0.8319 -1.1011
H -1.8344 1.1444 0.7620
H -0.3959 -0.3751 1.3202
H -1.4150 -1.5007 0.3909
H 3.3576 0.6931 0.4959
H 2.3792 -1.5663 -0.1008
H -0.0596 2.3679 -0.1672
H 0.0367 -1.3484 -1.2271
*
```

HOMO level (hartree): -0.50268
SMILES string: C1=[NH+]NCCNO1
Energy above the lowest of the compared OMol25 structures with the same formula, charge and spin (kcal/mol): 160.8
Orbital gap (Ha): 0.3436

Atomic partial charges in e from the Löwdin method, atoms 1 to 6: -0.0802 -0.1806 0.0026 0.0591 0.0984 0.0041

=====

Number 1: strongest force on any atom 3.78 eV/A. Number 2: strongest force on any atom 10.92 eV/A. Number 3: strongest force on any atom 2.97 eV/A. Number 4: strongest force on any atom 5.00 eV/A. Number 5: strongest force on any atom 7.72 eV/A. Number 6: strongest force on any atom 6.45 eV/A.